Formula: C6H6N
Source: the OMol25 dataset
Level of theory: the ωB97M-V functional and the def2-TZVPD basis

Calculated values
Electronic energy   -7794.49004 eV
Energy relative to the best compared isomer or geometry (same formula, charge and spin)   1.350 eV
2S+1   3
<S²>   2.02
Total charge   +1

Positions of all 13 atoms, in Å:
N: 0.333885 -0.752629 -0.049172
C: 0.565707 0.639943 -0.045351
C: -1.527837 0.137337 -0.010179
C: 1.594103 -1.030544 0.022265
C: -0.632547 1.237940 0.006190
C: 2.056185 0.411281 -0.014617
C: -2.575408 -0.589470 -0.006910
H: -0.929066 2.271336 0.072806
H: 2.595307 0.769159 0.860694
H: -3.567176 -0.146847 0.030693
H: 2.588919 0.707268 -0.917335
H: 2.081820 -1.986130 0.104653
H: -2.583889 -1.668640 -0.053732

Atomic forces in eV per Å
N 1.556 -1.516 -0.205
C 1.125 -2.772 0.077
C 2.869 4.499 0.041
C 0.382 0.990 0.014
C -3.148 0.150 0.087
C 1.230 0.441 0.021
C -4.119 -1.604 0.018
H 0.212 0.254 -0.068
H -0.044 0.161 -0.003
H -0.401 0.019 0.070
H 0.010 0.088 0.013
H 0.039 -0.258 -0.020
H 0.289 -0.450 -0.044


Formula: C32H38F3N2O6S
Source: the OMol25 dataset
Level of theory: the ωB97M-V functional and the def2-TZVPD basis

Calculated values
Electronic energy   -68042.01888 eV
Total charge   +1

Positions of all 82 atoms, in Å:
S: 1.563994 -2.268551 1.448783
F: 1.231793 -4.179264 -1.863998
F: -1.293292 -5.452367 0.215998
F: 1.319650 -5.767532 -0.407966
O: 4.355599 1.586572 2.730858
O: 8.845995 4.360439 2.323296
O: -5.717167 -1.028971 0.417605
O: 0.583333 -3.170346 1.987384
O: -8.719452 -0.299086 4.716617
O: 2.592645 -2.842864 0.633133
N: -0.888072 0.025450 -0.611548
N: 1.130902 0.229151 0.152490
C: -1.400494 -3.352374 -0.964441
C: -8.035855 -0.467575 3.734253
C: 0.181942 2.253171 -1.003585
C: 5.387663 2.227026 2.636288
C: -0.596144 -1.164783 0.026016
C: -2.154726 0.469176 -1.261233
C: 2.307011 -1.437470 2.804004
C: 6.689243 3.950865 1.479522
C: 5.562309 3.253007 1.582584
C: 4.538658 -0.530985 -0.319593
C: -1.513556 -2.323248 0.196735
C: -6.222852 -1.692094 2.619350
C: 0.707677 1.519526 -4.812422
C: -3.039117 1.187290 -0.224474
C: -0.660787 -4.572484 -0.572713
C: 3.580475 0.091736 0.053300
C: 0.842435 1.201180 -3.316729
C: 0.674463 -1.048030 0.504964
C: 7.641034 2.696632 3.474674
C: 0.587237 -4.831084 -0.924733
C: 6.511203 2.001309 3.572922
C: -2.934086 -0.587509 -2.030194
C: 0.483688 2.451055 -2.517284
C: -2.225894 -1.152130 -3.271018
C: -8.219774 0.361516 2.513568
C: 0.162827 0.852229 -0.507034
C: -6.976805 -1.510993 3.699954
C: 7.821665 3.727498 2.419070
C: -7.463930 0.177573 1.434700
C: -6.407936 -0.861855 1.405569
C: 2.420316 0.846236 0.504811
C: 2.288872 0.741242 -3.009454
H: 1.295570 2.397839 -5.070378
H: -3.211096 2.218417 -0.536260
H: -4.012470 0.714407 -0.155836
H: -6.861724 -2.104728 4.597677
H: -2.463546 -2.206046 -3.397699
H: -1.841884 1.196918 -2.007858
H: -8.997626 1.112857 2.559496
H: 1.338501 3.124621 -2.594250
H: -3.816731 -0.052503 -2.382890
H: -0.811985 2.652713 -0.805955
H: -5.447396 -2.446247 2.571065
H: 8.475826 2.550175 4.147787
H: 2.335187 -0.301972 -2.702819
H: -2.558119 1.249952 0.749730
H: 4.727376 3.400120 0.908851
H: 6.357223 1.245630 4.332470
H: -2.564492 -0.647350 -4.172503
H: -1.200648 -2.825405 1.106745
H: -3.329049 -1.367156 -1.386253
H: 3.081017 -0.746871 2.486408
H: 2.921010 0.893899 -3.881378
H: -7.580919 0.768074 0.534805
H: -2.538512 -2.003433 0.362768
H: -0.341657 2.980908 -2.993364
H: -1.141183 -1.090942 -3.208164
H: 2.435235 0.991384 1.581919
H: -0.832424 -2.914102 -1.783180
H: 1.554446 -0.942039 3.413882
H: 6.841541 4.706096 0.719157
H: 0.151448 0.383851 -3.115384
H: 2.769480 -2.231979 3.387005
H: 2.467349 1.842628 0.072282
H: 1.044117 0.656614 -5.385136
H: 5.360374 -1.160880 -0.569456
H: 2.729304 1.343504 -2.212755
H: -2.383255 -3.585463 -1.373537
H: 0.849381 2.860523 -0.399546
H: -0.342384 1.667742 -5.067473

Atomic forces in eV per Å
S 0.469 -1.249 0.063
F 0.298 0.530 -0.179
F -0.055 0.132 0.546
F 0.268 -0.691 0.089
O -0.066 0.023 -0.044
O 0.013 0.010 -0.005
O 0.157 0.058 -0.014
O -0.119 0.415 0.110
O -0.001 0.008 0.016
O -0.089 0.437 -0.119
N 0.047 -0.139 -0.402
N 0.104 -0.298 -0.063
C -0.009 0.232 -0.355
C -0.005 -0.007 -0.006
C -0.365 0.250 -0.208
C 0.048 -0.035 0.055
C -0.105 -0.195 0.400
C -0.365 0.232 0.207
C 0.034 0.397 0.201
C -0.031 -0.006 -0.017
C -0.003 -0.010 0.004
C -0.636 0.272 0.438
C -0.164 -0.355 0.018
C 0.004 -0.001 0.009
C -0.321 -0.522 0.395
C 0.122 0.356 -0.219
C 0.095 -0.002 -0.437
C 0.560 -0.435 -0.257
C 0.497 0.200 -0.490
C 0.150 0.505 0.121
C -0.021 -0.020 0.005
C -0.417 0.024 0.116
C 0.020 -0.002 0.009
C 0.063 -0.037 -0.416
C 0.215 -0.040 0.033
C -0.169 -0.264 0.181
C 0.015 0.008 -0.026
C 0.008 0.100 -0.160
C 0.026 -0.008 -0.017
C -0.001 -0.006 0.010
C -0.004 0.010 0.005
C -0.060 -0.040 0.012
C 0.132 0.119 0.140
C -0.374 0.205 0.199
H 0.009 0.035 -0.148
H -0.058 0.007 -0.047
H -0.053 -0.187 0.249
H -0.025 0.011 0.012
H -0.052 -0.018 -0.069
H 0.206 -0.049 -0.015
H -0.010 -0.010 0.025
H -0.014 0.087 -0.044
H -0.093 0.026 0.135
H 0.002 0.053 0.125
H -0.005 -0.007 -0.023
H 0.016 0.019 -0.012
H 0.118 -0.057 -0.076
H -0.103 -0.201 0.110
H -0.007 -0.004 0.006
H -0.021 -0.001 -0.005
H 0.180 0.138 -0.054
H -0.127 0.070 0.051
H 0.077 0.008 0.104
H 0.088 -0.013 -0.063
H 0.076 -0.142 -0.045
H 0.007 -0.020 -0.015
H -0.037 0.161 -0.138
H -0.165 -0.091 0.102
H 0.047 0.032 -0.019
H 0.157 -0.001 0.049
H -0.063 0.044 -0.068
H -0.087 -0.009 -0.058
H 0.029 0.005 0.010
H -0.059 0.050 0.206
H -0.037 -0.145 -0.054
H -0.205 -0.048 -0.076
H 0.155 0.101 -0.157
H 0.033 0.078 -0.116
H 0.049 -0.083 0.047
H -0.071 -0.148 0.136
H 0.061 -0.112 0.083
H 0.016 0.259 -0.096


Formula: C50H48N2O7S
Source: the OMol25 dataset
Level of theory: the ωB97M-V functional and the def2-TZVPD basis

Calculated values
SMILES   NCCC[C@]1(Cc2ccccc2)C[C@@H](CCCCn2cccc2)COS1(=O)=O.O=C1c2ccccc2C(=O)c2ccccc21.O=C1c2ccccc2C(=O)c2ccccc21
Electronic energy   -80773.14192 eV

Positions of all 108 atoms, in Å:
S: 0.060652 -2.928526 0.620023
O: -11.388134 -0.925863 -3.830807
O: -0.518355 -2.301188 1.801402
O: -0.132294 -4.386894 0.751618
O: 7.185305 3.348121 7.134462
O: -6.651049 -0.921698 -1.377293
O: 5.815779 5.392264 2.399797
O: 1.720232 -2.717697 0.634588
N: -4.952981 -1.847782 1.424231
N: 5.857273 -1.040851 -2.017880
C: 5.145212 -1.952639 -2.960679
C: 5.619007 1.751147 5.460532
C: 8.344715 7.269645 6.270784
C: 3.763369 -1.281822 -3.328781
C: -10.299574 -0.944756 -3.288832
C: 1.613873 -3.520051 -1.773691
C: -6.927592 0.725339 -3.622356
C: -9.596667 -3.508170 0.048110
C: 0.087285 -3.265761 -2.114607
C: -1.710995 1.023936 -0.028270
C: -3.512721 -1.833500 1.000901
C: 7.314337 7.018835 4.107918
C: 7.242210 5.207123 5.700756
C: 6.281124 0.221158 0.010585
C: 6.847255 3.824762 6.067844
C: 5.652870 3.579536 3.884581
C: -2.184712 -2.991357 -0.990341
C: 7.120735 -0.440844 -2.148706
C: -1.739695 2.066231 1.027009
C: -8.808259 -1.830586 -1.487218
C: -0.615021 2.277884 1.938832
C: 8.031650 7.784642 5.015545
C: -0.701479 -2.428829 -0.980269
C: -0.542032 -0.900862 -1.386162
C: 6.907575 5.732257 4.451660
C: 2.652199 -2.261453 -3.889654
C: 7.433452 0.338209 -0.958874
C: 0.600766 0.395616 0.694790
C: 5.392670 -0.642134 -0.757685
C: -11.080388 -2.629591 -1.635317
C: 7.956273 5.981881 6.610744
C: 4.434213 1.566832 3.371757
C: 6.104487 4.936802 3.489612
C: -9.187005 -0.105071 -3.800117
C: -8.578995 -2.684136 -0.411011
C: -0.524148 0.146452 -0.226952
C: 4.850800 2.842352 3.016992
C: 6.027334 3.036807 5.114515
C: -10.057068 -1.813666 -2.110359
C: -7.953567 -0.087735 -3.147773
C: -3.317645 -1.968973 -0.591164
C: -8.350309 1.471040 -5.416938
C: 2.471075 -3.628412 -3.115441
C: -10.850099 -3.473974 -0.558263
C: 2.230381 -2.542921 -0.707910
C: -7.719356 -0.942310 -1.957304
C: 0.567259 1.419717 1.763345
C: -9.379849 0.672817 -4.938904
C: -7.126131 1.502857 -4.754103
C: 4.824690 1.018306 4.590817
H: -11.646781 -4.111788 -0.192570
H: 1.664146 -1.710939 -3.792220
H: -5.971529 0.749694 -3.112465
H: 4.423239 -0.906947 -0.269883
H: -10.331644 0.654358 -5.456945
H: -0.416382 -4.279966 -2.116931
H: -7.605045 -2.709909 0.067651
H: 3.984851 -0.546270 -4.162956
H: -5.291334 -0.876448 1.482058
H: -1.383911 -0.597023 -2.078659
H: -4.920188 -2.141401 2.411553
H: 1.852599 -4.295051 -3.794573
H: 1.664063 -4.555362 -1.315706
H: 4.504584 0.019116 4.863524
H: -0.093394 -2.843203 -3.143465
H: -2.651589 2.718214 1.104442
H: -4.291774 -2.421764 -0.955317
H: -3.247022 -0.971008 -1.095110
H: 8.343655 8.787707 4.747842
H: -2.338579 -3.916553 -0.376712
H: -2.623606 0.977089 -0.670407
H: 3.346318 -2.727641 -0.712824
H: -3.010835 -0.917005 1.411324
H: 6.126031 0.630266 1.030544
H: 5.916408 1.321992 6.410166
H: 7.823442 -0.525404 -3.005405
H: 3.805467 0.996320 2.696737
H: 8.341699 0.922625 -0.694582
H: 2.761496 -2.450614 -5.000030
H: -6.324866 2.132319 -5.124351
H: 5.070011 -2.933817 -2.428543
H: 3.422495 -4.195741 -2.929458
H: 3.357310 -0.640394 -2.491770
H: -2.395921 -3.294823 -2.062731
H: 8.894400 7.873724 6.983514
H: 5.763527 -2.003197 -3.892029
H: -8.501089 2.071844 -6.306579
H: 1.547418 -0.186698 0.611268
H: 2.102267 -1.448025 -0.961220
H: 7.068359 7.425930 3.134194
H: 1.448416 1.545968 2.446582
H: -3.028134 -2.717733 1.509895
H: 0.390437 -0.821485 -2.023261
H: 8.206667 5.583375 7.586969
H: -12.055814 -2.610599 -2.107088
H: -9.414897 -4.177327 0.881291
H: -0.581328 3.058110 2.738957
H: 4.546418 3.262974 2.065187

Atomic forces in eV per Å
S -1.087 -3.365 3.823
O 0.148 0.015 0.049
O 1.161 0.861 -1.909
O 0.709 1.797 -1.588
O -0.052 0.062 -0.142
O -0.038 0.096 -0.130
O 0.032 -0.057 0.140
O -1.804 0.277 -1.196
N 0.646 0.381 0.549
N 1.168 1.483 1.732
C -0.168 1.181 0.544
C -0.113 -0.175 -0.035
C -0.057 -0.094 -0.064
C -0.118 0.111 -0.950
C -0.629 -0.030 -0.260
C 0.202 -0.546 -0.367
C 0.074 0.137 -0.162
C -0.028 0.100 -0.111
C -0.290 -1.104 1.031
C 1.899 0.735 1.634
C 0.409 -0.098 -0.241
C 0.088 0.192 0.043
C 0.023 0.215 -0.093
C 0.467 -2.271 -4.808
C 0.196 -0.265 0.626
C -0.073 -0.211 0.100
C -0.954 0.965 -0.282
C 0.952 1.576 2.152
C 1.379 -1.080 -0.353
C -0.226 -0.164 0.036
C 0.646 -2.027 -1.793
C -0.047 -0.104 0.003
C 0.640 -0.191 -2.000
C 0.173 0.589 0.406
C 0.120 0.090 0.170
C -0.387 0.063 0.438
C -1.997 -1.094 0.201
C -1.251 1.193 0.347
C -0.013 1.278 2.591
C -0.084 -0.158 0.129
C 0.113 0.186 0.077
C 0.084 0.104 0.060
C -0.153 0.265 -0.617
C 0.202 0.119 -0.081
C 0.034 -0.156 0.191
C -0.742 2.396 1.743
C -0.136 -0.175 -0.097
C -0.121 -0.103 -0.166
C 0.058 -0.103 0.154
C -0.054 0.122 -0.180
C -0.976 -0.712 1.001
C -0.020 -0.075 0.103
C -0.891 0.034 -0.208
C 0.080 0.078 -0.058
C 0.902 0.429 -1.346
C 0.565 -0.033 0.350
C -1.894 -0.339 -1.531
C 0.066 0.151 -0.161
C -0.061 -0.077 0.063
C 0.037 0.074 -0.002
H 0.045 0.045 -0.032
H 1.055 -0.542 -0.224
H -0.135 -0.122 0.066
H 0.822 -0.196 -1.252
H 0.017 -0.096 0.169
H 0.679 1.041 -0.101
H -0.006 0.146 -0.119
H -0.220 -0.689 0.996
H 0.100 -0.585 -0.305
H 0.820 -0.638 0.782
H -0.227 0.092 -0.588
H 0.716 0.625 0.757
H -0.050 1.220 -0.297
H 0.020 0.066 -0.017
H 0.214 -0.004 1.195
H 1.062 -0.803 -0.079
H 1.051 0.511 0.365
H 0.105 -0.972 0.463
H -0.024 -0.067 0.010
H 0.598 0.831 -0.481
H 1.064 -0.183 0.512
H -1.275 0.072 0.497
H -0.131 -0.839 -0.551
H 0.157 -0.413 -1.118
H 0.048 0.179 -0.041
H -1.109 -0.258 0.593
H 0.060 0.024 0.027
H -0.709 -0.691 -0.812
H 0.195 0.139 1.276
H -0.051 -0.041 0.028
H -0.061 0.709 -0.809
H -0.774 0.733 -0.151
H 0.589 -0.986 -0.708
H 0.460 0.389 1.087
H -0.028 -0.048 -0.045
H -0.433 -0.320 0.960
H 0.000 -0.039 0.062
H -0.980 0.442 0.047
H 0.089 -1.229 0.006
H -0.070 -0.170 0.048
H -0.991 -0.194 -0.870
H -0.422 0.935 -0.703
H -0.925 0.048 0.889
H -0.081 -0.116 -0.130
H 0.139 0.099 -0.075
H -0.001 0.054 -0.049
H -0.334 -0.801 -0.936
H 0.128 0.092 0.100


Formula: C20H12F5N2O2S3SeSnTe
Source: the OMol25 dataset
Level of theory: the ωB97M-V functional and the def2-TZVPD basis

Calculated values
Electronic energy   -152565.53176 eV
Energy relative to the best compared isomer or geometry (same formula, charge and spin)   2.197 eV
Total charge   +1

Positions of all 47 atoms, in Å:
Te: 2.122049 1.672943 -1.591203
Sn: 0.453933 0.235908 0.210124
Se: 1.295399 0.631023 2.611097
S: 0.968916 2.515210 -4.585438
S: -3.223386 -1.291574 -2.612874
S: -0.599101 -0.124139 -3.317862
F: 5.619974 1.131310 5.357310
F: 5.356626 3.848488 1.532752
F: 6.705726 3.013777 3.737272
F: 2.934206 2.844244 0.979226
F: 3.203879 0.096164 4.790727
O: -0.905568 -0.513232 1.590342
O: -1.547150 -1.005366 4.149735
N: -1.356686 -0.702283 -0.843893
N: -2.297612 -1.272071 -0.026992
C: 3.590552 2.389447 2.056528
C: -2.909524 -1.686591 2.247486
C: 4.831648 2.926791 2.332663
C: -3.533964 -2.158770 4.532779
C: -4.971919 -2.856107 2.729452
C: -2.639037 -1.601206 3.622188
C: -4.685119 -2.771913 4.092860
C: -2.850047 -1.168321 -4.386040
C: 5.520610 2.501350 3.454585
C: 2.744167 0.677949 -4.404018
C: -1.684871 -0.700556 -2.096381
C: 2.544260 0.900014 -5.783812
C: 1.605379 1.866255 -6.019934
C: 3.721141 1.015722 3.980592
C: 4.962276 1.542042 4.283438
C: -1.867505 -0.037111 -4.613077
C: -4.087859 -2.322237 1.824195
C: -2.007875 -1.136943 1.226723
C: 1.953591 1.487256 -3.617986
C: 3.012448 1.422732 2.854621
H: -3.291550 -2.094219 5.584911
H: -5.876561 -3.339686 2.388815
H: -2.348857 0.937844 -4.560551
H: 3.448073 -0.031293 -3.992182
H: 3.074065 0.377789 -6.566328
H: -0.998990 -0.658009 3.434710
H: 1.267809 2.235992 -6.976412
H: -1.350556 -0.136022 -5.565930
H: -2.458289 -2.124934 -4.726182
H: -5.372410 -3.193587 4.814787
H: -4.280392 -2.377106 0.761848
H: -3.791897 -0.966975 -4.894674

Atomic forces in eV per Å
Te 0.058 0.093 0.608
Sn -0.396 -0.066 -0.100
Se 0.122 0.188 -0.121
S 0.033 0.129 0.103
S 0.023 0.042 0.024
S -0.224 -0.305 0.126
F 0.006 0.013 0.015
F -0.006 -0.003 0.014
F -0.002 -0.011 -0.007
F -0.066 0.051 -0.009
F 0.039 -0.013 0.009
O 0.020 0.044 0.072
O -0.056 -0.048 0.001
N 0.706 0.336 0.115
N -0.164 -0.062 -0.024
C -0.083 0.075 0.008
C 0.155 0.100 -0.004
C 0.026 0.062 -0.057
C -0.032 -0.019 0.066
C -0.018 -0.016 -0.033
C 0.063 0.030 -0.033
C -0.001 -0.017 0.015
C -0.054 0.008 0.034
C 0.065 0.023 0.017
C -0.037 0.072 0.113
C -0.058 -0.099 -0.446
C -0.025 -0.022 -0.025
C 0.002 -0.050 -0.093
C 0.004 -0.079 -0.090
C 0.005 -0.022 0.075
C 0.022 0.057 0.028
C 0.049 0.035 -0.012
C -0.238 -0.123 0.040
C 0.015 -0.190 -0.294
C 0.043 -0.189 -0.078
H -0.021 0.022 -0.007
H 0.004 0.005 0.000
H -0.013 0.006 0.001
H -0.012 -0.017 -0.030
H -0.004 0.004 0.004
H 0.010 -0.008 0.003
H 0.033 0.000 0.010
H -0.019 0.016 -0.019
H 0.038 0.002 -0.003
H 0.013 0.000 0.001
H -0.033 -0.025 0.013
H 0.011 -0.032 -0.030


Formula: CH2N3O2P
Source: the OMol25 dataset
Level of theory: the ωB97M-V functional and the def2-TZVPD basis

Calculated values
Electronic energy   -18917.18428 eV
Energy relative to the best compared isomer or geometry (same formula, charge and spin)   2.980 eV

Positions of all 9 atoms, in Å:
P: -0.175495 -0.306342 -1.033503
O: 0.020604 -1.191605 1.386490
O: 1.746505 -1.406194 -0.053945
N: 2.373284 2.221649 0.438483
N: -1.706880 -0.077356 -0.418334
N: 0.580573 -1.044645 0.287950
C: 1.514779 1.791501 -0.198995
H: -2.275217 0.681138 -0.772811
H: -2.078155 -0.668147 0.364662

Atomic forces in eV per Å
P -1.052 3.620 -1.741
O 1.306 -0.033 -1.835
O -2.889 0.614 1.099
N 0.411 0.393 0.221
N 1.054 -1.170 0.482
N 2.566 -2.436 3.292
C -1.884 -1.953 -0.751
H -0.164 -0.331 -0.074
H 0.653 1.295 -0.694